Density functional theory data (the ωB97M-V functional and the def2-TZVPD basis) for a cluster of 2 separate species, C13H19FN3O3S3 in total.

The HOMO energy comes out at -2.6 eV. As for the total charge: -1. As for the frontier orbital gap: 4.157 eV.

Geometry (Å):
C (-0.41, 4.81, -3.36)
C (1.08, 4.68, -3.08)
S (1.82, 3.11, -3.62)
C (0.71, 1.81, -2.74)
N (1.25, 0.54, -2.90)
C (1.94, 0.05, -1.76)
C (1.11, -0.95, -0.93)
C (-0.32, -0.46, -0.79)
S (-1.29, -0.97, 0.68)
C (-0.95, 0.15, 1.93)
S (-2.06, 0.47, 3.08)
N (0.32, 0.77, 1.96)
C (0.58, 2.11, 1.76)
C (1.91, 2.25, 1.95)
N (2.49, 1.05, 2.28)
C (1.52, 0.19, 2.27)
H (-0.74, 5.84, -3.30)
H (-0.64, 4.41, -4.35)
H (-0.98, 4.23, -2.63)
H (1.63, 5.47, -3.59)
H (1.27, 4.79, -2.01)
H (0.68, 2.19, -1.70)
H (-0.28, 1.94, -3.18)
H (2.85, -0.51, -2.05)
H (2.29, 0.84, -1.07)
H (1.09, -1.92, -1.45)
H (1.58, -1.14, 0.03)
H (-0.39, 0.62, -0.82)
H (-0.92, -0.86, -1.60)
H (-0.19, 2.82, 1.50)
H (2.47, 3.17, 1.85)
H (1.59, -0.86, 2.50)
C (-1.95, -4.11, 2.76)
C (-2.92, -5.25, 2.98)
O (-2.52, -6.19, 2.00)
C (-1.21, -5.97, 1.70)
O (-0.53, -6.71, 1.08)
O (-0.81, -4.79, 2.23)
F (-4.21, -4.90, 2.78)
H (-2.34, -3.41, 2.01)
H (-1.68, -3.57, 3.66)
H (-2.84, -5.73, 3.96)

Here are the Mulliken charges for atoms 1 to 8, given in e: -1.045 -0.376 -0.313 -0.278 -0.784 -0.570 -0.430 -0.605